1.
Formula: H26O13
Source: the OMol25 dataset
Level of theory: ωB97M-V with the def2-TZVPD basis set

Calculated values
Electronic energy = -27026.8541 eV
LUMO = -1.017 eV
Gap between HOMO and LUMO = 7.06 eV
Energy above the lowest of the compared OMol25 structures with the same formula, charge and spin = 15.093 eV

Last column: Mulliken charge in e.
Cartesian coordinates (Å):
O -1.6929 -1.7075 0.9548  -0.64
H -1.6815 -2.6546 1.0935  0.25
H -0.9201 -1.3875 1.4202  0.25
O -3.0784 -0.1071 -0.0116  -0.66
H -2.6466 -0.9411 0.1731  0.33
H -3.9134 -0.1610 0.4533  0.28
O 1.8912 -0.1570 1.3611  -0.46
H 2.5416 0.0339 2.0369  0.38
H 1.7588 0.6783 0.9127  0.52
O 2.0951 1.6711 -1.4120  -0.90
H 2.1683 0.8924 -0.8602  0.35
H 2.7452 1.5384 -2.1019  0.31
O -1.8585 2.1654 0.1634  -0.59
H -1.8912 3.0413 0.5483  0.32
H -0.9246 1.9849 0.0567  0.49
O 0.5107 -1.6565 1.5437  -0.65
H 1.2103 -1.0252 1.3754  0.33
H 0.9438 -2.3792 1.9978  0.18
O 2.7558 -0.2395 -0.6447  -0.56
H 3.5668 -0.6638 -0.3643  0.31
H 2.2803 -0.0697 0.1685  0.51
O -2.1760 0.4781 -1.8380  -0.90
H -2.5844 0.3279 -0.9854  0.54
H -1.3735 -0.0431 -1.8149  0.11
O -0.0292 -0.3208 -0.3765  0.38
H -0.4722 -0.6530 0.4043  -0.42
H 0.4341 0.4608 -0.0755  0.03
O 0.6636 -2.9145 -0.6967  -0.71
H -0.2241 -3.2298 -0.5269  0.31
H 0.6395 -1.9883 -0.4563  0.33
O -1.8205 0.5494 1.9550  -0.85
H -2.4158 -0.1166 1.6110  0.40
H -1.6447 1.1226 1.2088  0.33
O 0.6190 1.5466 0.2530  -0.73
H 0.9041 2.0714 1.0010  0.19
H 0.7012 2.1344 -0.4979  0.58
O 0.8107 0.3938 -2.9834  -0.71
H 0.6635 0.2138 -2.0549  0.46
H 1.4441 1.1114 -2.9913  0.32

---

2.
Formula: H26O13
Source: the OMol25 dataset
Level of theory: ωB97M-V with the def2-TZVPD basis set

Calculated values
Electronic energy = -27036.9404 eV
LUMO = -0.170 eV
Gap between HOMO and LUMO = 10.01 eV
Energy above the lowest of the compared OMol25 structures with the same formula, charge and spin = 5.007 eV

Last column: Mulliken charge in e.
Cartesian coordinates (Å):
H -0.7069 -1.9079 -0.1726  0.31
H 0.6475 -1.3079 -0.5128  0.32
H -3.4996 -1.6113 2.8552  0.29
H -3.7673 -0.6589 1.7014  0.30
H -0.2462 -0.9702 -4.8455  0.32
H -1.3104 -0.6568 -5.8843  0.31
H 3.2798 -0.3592 2.5884  0.27
H 2.9288 0.9036 3.3578  0.35
H 1.1835 0.8074 -2.5304  0.31
H 1.2998 1.2163 -3.9896  0.29
H -3.6461 0.2585 -2.6258  0.30
H -2.4557 0.8271 -3.3806  0.34
H 3.2997 3.1700 -0.5231  0.28
H 1.9372 2.6151 -0.1417  0.42
H 3.2117 -1.7768 0.7053  0.30
H 2.0357 -2.4210 -0.0103  0.31
H 0.0270 2.6204 -0.7176  0.31
H -0.6315 3.7796 0.0122  0.23
H 0.5510 1.7502 3.0478  0.36
H 0.1057 1.2073 1.6998  0.21
H -0.4169 -5.5056 -2.0113  0.31
H -1.8466 -5.4465 -1.4992  0.31
H -2.1161 1.7726 4.0785  0.32
H -1.3945 0.9162 3.0509  0.21
H 1.0483 -0.3280 2.4569  0.36
H 0.3845 0.1081 3.7527  0.29
O -0.1695 -1.6189 -0.9188  -0.60
O -3.0714 -0.9480 2.3024  -0.57
O -1.0953 -1.2794 -5.1807  -0.63
O 3.4305 0.0839 3.4310  -0.63
O 0.6734 1.1811 -3.2578  -0.62
O -3.2176 1.0915 -2.8529  -0.63
O 2.7510 2.3816 -0.6023  -0.63
O 2.4909 -1.5783 0.0969  -0.64
O 0.0649 3.1199 0.1058  -0.62
O 0.3831 2.0199 2.1378  -0.53
O -1.2658 -5.0797 -2.1752  -0.62
O -2.1170 1.5478 3.1412  -0.56
O 1.2403 0.0765 3.3104  -0.64

---

3.
Formula: H26O13
Source: the OMol25 dataset
Level of theory: ωB97M-V with the def2-TZVPD basis set

Calculated values
Electronic energy = -27039.8316 eV
LUMO = -0.209 eV
Gap between HOMO and LUMO = 9.51 eV
Energy above the lowest of the compared OMol25 structures with the same formula, charge and spin = 2.115 eV

Last column: Mulliken charge in e.
Cartesian coordinates (Å):
O -13.9324 9.6130 6.2954  -0.59
H -14.1652 9.2373 5.4464  0.24
H -13.4269 10.4227 6.0781  0.37
O -18.7808 12.7464 7.3102  -0.64
H -18.2218 13.1527 6.6246  0.32
H -18.2191 12.7848 8.0966  0.37
O -16.7157 12.0589 9.1367  -0.54
H -17.0026 12.3949 9.9939  0.30
H -15.7885 11.8264 9.2531  0.22
O -16.4422 14.7189 7.5386  -0.53
H -16.6364 15.3427 6.8315  0.35
H -16.1515 13.9114 7.0851  0.18
O -15.2487 12.3296 6.1505  -0.42
H -14.8645 11.7422 6.8110  0.28
H -15.8448 11.7440 5.6387  0.26
O -13.3741 14.4585 5.7366  -0.79
H -14.2102 13.9740 5.8376  0.48
H -13.5778 15.3512 6.0335  0.31
O -12.2101 13.7930 8.9420  -0.66
H -12.2971 13.5607 9.8714  0.29
H -12.7320 13.1239 8.4771  0.41
O -16.1935 10.2490 4.5359  -0.71
H -16.4389 9.3940 4.9201  0.33
H -15.5491 10.0357 3.8490  0.28
O -18.8250 9.8771 3.8834  -0.64
H -17.9203 10.2360 3.9731  0.41
H -19.3943 10.6407 3.7764  0.32
O -13.8431 11.4189 8.5385  -0.58
H -14.0572 10.6169 9.0324  0.27
H -13.1209 11.1544 7.9520  0.26
O -12.3672 11.7403 5.6726  -0.64
H -12.6102 12.5742 5.2434  0.28
H -11.4922 11.9036 6.0446  0.31
O -17.9973 14.5913 5.3305  -0.61
H -18.4631 14.6185 4.4905  0.26
H -17.2668 15.2193 5.2216  0.25
O -15.3326 15.7687 4.4334  -0.64
H -14.3881 15.9340 4.5397  0.31
H -15.4121 14.8098 4.4675  0.32

---

4.
Formula: H26O13
Source: the OMol25 dataset
Level of theory: ωB97M-V with the def2-TZVPD basis set

Calculated values
Electronic energy = -27036.0628 eV
LUMO = -0.207 eV
Gap between HOMO and LUMO = 9.60 eV
Energy above the lowest of the compared OMol25 structures with the same formula, charge and spin = 5.884 eV

Last column: Mulliken charge in e.
Cartesian coordinates (Å):
H 0.0681 -0.0764 0.3220  0.15
H -0.4069 1.1128 0.9754  0.17
H 3.9724 -0.2904 -0.6142  0.31
H 4.8662 0.2984 -1.5876  0.29
H -3.1479 1.3115 -1.3942  0.30
H -4.1881 1.4267 -2.4315  0.25
H 0.6802 -1.2454 -3.7452  0.32
H 1.6141 -0.7789 -2.6673  0.28
H -0.4337 -3.4782 -0.0026  0.30
H -1.3761 -3.9461 -1.0029  0.32
H 3.4698 5.1178 1.7117  0.33
H 2.8444 3.9555 0.8184  0.31
H 0.3713 3.7699 1.6878  0.22
H -0.3388 3.7850 0.4036  0.32
H 1.0963 0.7561 -2.5504  0.23
H -0.2178 1.2671 -2.0148  0.28
H -3.0853 2.8329 0.7383  0.26
H -2.4786 1.5462 0.7412  0.23
H -2.3045 -0.4684 2.8956  0.26
H -2.3504 -1.5267 1.8791  0.31
H 1.3101 -2.9527 3.0947  0.30
H -0.1577 -2.9550 2.6868  0.30
H 3.6327 -3.2969 -0.2216  0.32
H 3.4016 -1.9449 -0.5568  0.30
H -1.5779 -1.1257 -1.4365  0.29
H -2.5196 -2.3001 -1.1857  0.24
O -0.7305 0.4615 0.4064  -0.25
O 4.3521 -0.4762 -1.4802  -0.67
O -4.0181 1.6639 -1.4935  -0.54
O 0.8563 -1.3086 -2.7993  -0.57
O -1.4315 -3.4915 -0.1703  -0.62
O 3.6146 4.2163 1.3291  -0.64
O -0.3152 3.3687 1.2546  -0.53
O 0.7075 1.2357 -1.8169  -0.52
O -2.9568 2.0551 0.1175  -0.53
O -1.6946 -1.1856 2.5098  -0.59
O 0.4436 -2.8063 3.4876  -0.62
O 3.3413 -2.4582 0.1771  -0.55
O -2.5117 -1.3740 -1.0898  -0.56